The following is a quantum chemistry calculation of a 6-piece molecular cluster, C20H28F12O16S2 overall at a distorted geometry, from the Open Molecules 2025 dataset.

ORCA input file:
```
! RIJCOSX wB97M-V def2-TZVPD def2/J DEFGRID3
* xyz -1 2
C -7.64757 -0.89774 -3.21284
C -6.27827 -1.54128 -3.35379
O -6.40653 -2.65876 -4.20150
C -6.01806 -3.88082 -3.82383
O -5.70256 -4.16055 -2.65018
C -6.05433 -4.93904 -5.01624
F -6.65930 -4.45274 -6.08172
F -4.84532 -5.33701 -5.37376
F -6.65676 -6.03540 -4.51627
H -7.44741 0.06052 -2.73349
H -8.41254 -1.45763 -2.67482
H -8.00627 -0.45989 -4.14435
H -5.90647 -1.85932 -2.37977
H -5.55194 -0.78008 -3.63863
C -1.75490 -4.47813 2.42344
C -1.28376 -3.07404 2.71858
O -0.02547 -2.88035 1.98569
C 1.05693 -2.25093 2.57348
O 0.88623 -1.60670 3.58615
C 2.34154 -2.38518 1.69313
F 2.98282 -1.28893 1.80300
F 3.15858 -3.43001 2.04872
F 2.01781 -2.54843 0.45720
H -0.87228 -5.11565 2.37190
H -2.29970 -4.58044 1.48492
H -2.30411 -4.87701 3.27630
H -1.23330 -2.88859 3.79150
H -1.93365 -2.25398 2.41323
C -2.42683 -1.47450 -2.33479
C -1.15455 -1.23306 -1.57028
O -1.18812 -0.08433 -0.81063
C -0.09322 0.38157 -0.17872
O 1.06184 0.03471 -0.35980
C -0.41925 1.53799 0.79056
F -1.46123 2.29043 0.34432
F -0.75234 0.95329 2.01331
F 0.65306 2.27742 0.98584
H -3.09702 -1.94363 -1.61447
H -2.30324 -2.24994 -3.09077
H -2.94527 -0.61221 -2.75404
H -0.18707 -1.34848 -2.05890
H -1.06077 -2.04615 -0.85044
C 6.27382 4.16940 5.45346
C 4.96354 4.59953 4.84078
O 4.34880 3.34943 4.51478
C 3.03418 3.13137 4.69596
O 2.30755 3.96005 5.26161
C 2.44298 1.82844 4.09113
F 2.56341 0.80591 4.90252
F 1.19227 2.04978 3.81512
F 3.07580 1.57184 2.97628
H 6.91267 3.57105 4.80388
H 6.23035 3.61786 6.39262
H 6.73340 5.13738 5.65322
H 5.14320 5.32598 4.04827
H 4.40421 5.13931 5.60491
C -0.14612 5.69686 0.87793
C 1.25962 6.14180 1.14029
O 1.47676 7.19214 0.22575
S 0.80277 6.79167 -1.21612
O 1.69013 5.96660 -1.99756
O 0.34337 8.04850 -1.73750
O -0.44502 5.98760 -0.46040
H -0.77221 6.25624 1.57307
H -0.25915 4.64561 1.14290
H 2.00958 5.36790 0.97672
H 1.52951 6.49076 2.13703
C 2.66943 -2.16687 -3.34389
C 3.93635 -2.06958 -4.13256
O 4.73709 -2.85630 -3.35276
S 3.96983 -4.16063 -2.69653
O 4.42183 -4.41436 -1.31494
O 4.00705 -5.27873 -3.67360
O 2.50523 -3.45451 -2.82154
H 1.88898 -1.85976 -4.04008
H 2.66233 -1.50235 -2.47991
H 4.34462 -1.06303 -4.04169
H 3.97248 -2.44188 -5.15637
*
```

Its LUMO energy (spin up / spin down) is 0.0808 / 0.0806 Ha. Its energy above the lowest of the compared OMol25 structures with the same formula, charge and spin is 0.0 kJ/mol. For the HOMO-LUMO gap (spin up / spin down), the calculation gives 2.260 / 7.817 eV. The calculation puts the maximum force at 5.3 eV/A. The electronic energy comes out at -3977.389574 Eh. As for the molar mass: 816.54 g/mol.

***

The following is a quantum chemistry calculation of C20H28F3O2Tl as an isolated structure at a distorted geometry, from the Open Molecules 2025 dataset.

ORCA input file:
```
! RIJCOSX wB97M-V def2-TZVPD def2/J DEFGRID3
* xyz 0 1
O -0.11856 0.51514 -7.13030
C 0.23392 1.67950 -7.94168
C 0.21111 0.85391 -9.21982
H 1.24319 2.04656 -7.73459
H -0.50681 2.46929 -7.80703
C 0.15649 -0.35711 -8.26046
H 1.11985 0.87818 -9.82149
H -0.70718 0.99526 -9.78796
C 1.51309 -0.98871 -8.08264
H 2.26214 -0.21345 -7.87562
H 1.78904 -1.52580 -8.99699
H 1.48886 -1.70095 -7.25037
C -0.94031 -1.36528 -8.52077
H -1.92749 -0.89325 -8.51806
H -0.89462 -2.16581 -7.77688
H -0.76424 -1.81025 -9.50375
Tl -0.31432 0.28053 -1.28594
C -2.26853 -0.53910 1.32090
C -2.28100 0.87408 1.50323
C -2.88777 1.46463 0.35610
H -1.93955 1.40731 2.39823
C -3.24146 0.41340 -0.54816
C -2.84988 -0.83052 0.05235
H -3.00038 -1.83034 -0.36728
H -1.91549 -1.26779 2.05382
H -3.09982 2.53232 0.22399
H -3.74642 0.53370 -1.50984
C 1.23051 -1.82747 1.57103
C 0.36699 -2.50078 0.66657
C 0.99931 -2.52557 -0.61004
H -0.59541 -2.95228 0.90908
C 2.26748 -1.88103 -0.47859
C 2.40166 -1.44398 0.86528
H 3.26974 -0.94561 1.29683
H 1.03559 -1.66380 2.63088
H 0.60533 -2.99831 -1.51284
H 3.01504 -1.77454 -1.26365
O 1.96991 1.11808 -5.65715
C 1.14624 0.24283 -4.82074
C -0.23381 0.89848 -4.63456
H 1.62944 0.17284 -3.81626
H 1.10478 -0.76700 -5.25905
C 0.10662 2.39138 -4.69662
H -0.77647 0.62274 -3.72564
H -0.87859 0.63501 -5.46980
C 1.52973 2.44847 -5.27562
H 0.14272 2.82296 -3.69390
H -0.60422 2.95434 -5.30038
H 2.17634 2.79476 -4.44456
H 1.63299 3.16365 -6.11547
F 0.64005 3.21591 0.57928
C 1.07143 1.92029 0.59271
F 1.05885 1.54396 1.91418
F 2.38760 1.94222 0.20714
*
```

Its LUMO energy (spin up / spin down) is -0.0807 / -0.0862 Ha. Its energy above the lowest of the compared OMol25 structures with the same formula, charge and spin is 0.0 kJ/mol. For the HOMO-LUMO gap (spin up / spin down), the calculation gives 5.862 / 4.950 eV. The calculation puts the maximum force at 3.2 eV/A. The electronic energy comes out at -1401.169124 Eh. As for the molar mass: 561.82 g/mol.

***

The following is a quantum chemistry calculation of C20H28InN2Si as an isolated structure at a distorted geometry, from the Open Molecules 2025 dataset.

ORCA input file:
```
! RIJCOSX wB97M-V def2-TZVPD def2/J DEFGRID3
* xyz 1 1
C -2.57386 -4.47699 1.09600
C -2.47613 -3.87229 -0.20099
C -1.09619 -3.97359 -0.62220
H -3.32442 -3.59564 -0.83428
C -0.38951 -4.65421 0.39822
C -1.29309 -4.96134 1.45057
H -1.06688 -5.55020 2.34255
H -3.49377 -4.66995 1.64858
H -0.71401 -3.70918 -1.61201
H 0.65590 -4.97734 0.35379
In -1.49363 -1.52828 0.59839
C 1.70468 2.19608 1.54720
H 2.35747 1.35062 1.84215
H 2.15202 3.19782 1.86119
H 0.74057 2.01867 2.07697
Si 1.23116 1.90198 -0.30002
C -0.05633 3.00060 -1.06649
C -0.71536 2.38856 -2.16569
H -0.47321 1.35861 -2.43491
C -1.60743 3.12282 -2.92944
H -2.10304 2.66577 -3.80136
C -1.83625 4.48469 -2.62974
H -2.51944 5.07996 -3.24672
C -1.17381 5.10032 -1.56190
H -1.31767 6.17697 -1.35600
C -0.27055 4.36738 -0.78074
H 0.31174 4.84162 0.00300
C 2.40476 1.41272 -1.64752
C 2.48437 2.10165 -2.91036
H 1.73665 2.88021 -3.15118
C 3.50872 1.81617 -3.79418
H 3.59467 2.38259 -4.73917
C 4.45313 0.86329 -3.46383
H 5.36645 0.75283 -4.10700
C 4.34170 0.11016 -2.30798
H 5.09966 -0.66140 -2.07200
C 3.31327 0.35677 -1.39714
H 3.18364 -0.20529 -0.46802
H 2.40609 3.59739 -0.30242
H 2.66362 3.87796 0.48444
N -0.48775 -2.25973 2.73226
C -1.40528 -2.72251 3.77941
C -2.66282 -1.87761 3.80453
N -3.29593 -1.83822 2.48042
H 0.06302 -1.45463 3.09520
H 0.18403 -2.99625 2.47623
H -1.65988 -3.77094 3.60826
H -0.91339 -2.63837 4.76850
H -3.35065 -2.30781 4.55809
H -2.40013 -0.85955 4.13134
H -3.78327 -2.73876 2.31834
H -4.00365 -1.10414 2.44765
*
```

Its LUMO energy (spin up / spin down) is -0.1818 / -0.1819 Ha. Its energy above the lowest of the compared OMol25 structures with the same formula, charge and spin is 0.0 kJ/mol. For the HOMO-LUMO gap (spin up / spin down), the calculation gives 4.365 / 4.363 eV. The calculation puts the maximum force at 3.8 eV/A. The electronic energy comes out at -1367.666522 Eh. As for the molar mass: 439.36 g/mol.

***

The following is a quantum chemistry calculation of C20H28MgNO3 as an isolated structure at a distorted geometry, from the Open Molecules 2025 dataset.

ORCA input file:
```
! RIJCOSX wB97M-V def2-TZVPD def2/J DEFGRID3
* xyz -1 1
O 0.65829 0.20950 -3.43009
C 0.49320 1.54857 -4.03492
C 0.32845 1.03108 -5.45462
H 1.38555 2.16979 -3.86866
H -0.40761 2.04728 -3.64852
C 0.46785 -0.35594 -4.77046
H 1.15780 1.31334 -6.10848
H -0.66616 1.24158 -5.85944
C 1.71393 -1.13648 -5.16185
H 2.60943 -0.52236 -5.02488
H 1.65341 -1.47812 -6.20137
H 1.79513 -2.01048 -4.50377
C -0.80320 -1.19359 -4.83724
H -1.67450 -0.60693 -4.52304
H -0.70334 -2.06223 -4.17224
H -0.96588 -1.54736 -5.86355
Mg 1.16583 -0.05778 2.36744
C -2.19030 -0.56914 4.18681
C -2.32439 0.84084 4.28402
C -2.46241 1.36458 2.96181
H -2.32065 1.42370 5.20501
C -2.44271 0.27118 2.05009
C -2.24332 -0.91945 2.80285
H -2.15576 -1.92135 2.38889
H -2.07452 -1.26382 5.01334
H -2.58441 2.40826 2.68131
H -2.60868 0.32830 0.97651
C 1.44485 -2.28658 4.55319
C 0.32451 -2.53433 3.73394
C 0.69757 -2.32615 2.37318
H -0.63789 -2.88243 4.08909
C 2.10820 -2.00447 2.36053
C 2.54082 -1.93887 3.72230
H 3.55072 -1.72965 4.06063
H 1.46113 -2.38722 5.64598
H 0.07751 -2.54334 1.50259
H 2.73165 -1.92549 1.45803
O 0.28474 0.87766 0.87648
C -0.24909 0.04193 -0.20669
C -0.88503 1.03764 -1.15973
H -0.94811 -0.69412 0.22492
H 0.60053 -0.49465 -0.66406
C 0.08930 2.21585 -1.05835
H -1.88646 1.34465 -0.80604
H -0.96050 0.60593 -2.15222
C 0.38311 2.29759 0.41200
H -0.27660 3.12856 -1.51152
H 0.99820 1.94062 -1.59922
H -0.37640 2.88045 0.94303
H 1.38803 2.65027 0.65742
O 0.57438 1.62295 6.16110
C 0.91437 1.39000 5.03080
N 1.24943 1.16023 3.89769
*
```

Its LUMO energy is 0.0716 Ha. Its energy above the lowest of the compared OMol25 structures with the same formula, charge and spin is 0.0 kJ/mol. For the HOMO-LUMO gap, the calculation gives 4.467 eV. The calculation puts the maximum force at 2.1 eV/A. The electronic energy comes out at -1259.457117 Eh. As for the molar mass: 354.75 g/mol.